Molecular formula: C27H24N6O11OsS2
Method: DFT, ωB97M-V/def2-TZVPD

relative energy (zero: lowest compared OMol25 entry of this formula, charge and spin) = 12.97 kcal per mole
frontier orbital gap = 7.748 eV
HOMO energy = -8.369 eV
multiplicity = 1
molecular weight = 862.9 Da

```
71
Properties=species:S:1:pos:R:3:forces:R:3
Os 0.177 0.745 1.479 -0.8 0.4 -1.2
O -2.511 -3.398 -2.067 0.0 0.0 0.0
C -1.935 -2.440 -1.318 0.0 0.0 -0.1
C -1.569 -1.198 -1.842 0.0 0.0 -0.1
C -1.011 -0.282 -0.987 -0.1 0.0 0.2
N -0.842 -0.564 0.297 0.1 -0.3 0.2
C -1.105 -1.771 0.797 0.1 0.1 -0.1
C -1.673 -2.744 0.017 -0.1 -0.1 0.0
C -0.565 -1.968 2.195 0.3 0.4 0.3
O -0.682 -3.005 2.782 0.0 -0.1 0.0
O 0.134 -0.917 2.609 0.3 -0.7 0.1
C -0.457 1.066 -1.354 0.2 0.3 0.3
O -0.519 1.491 -2.482 0.0 0.0 0.0
O 0.099 1.678 -0.331 -0.2 -0.2 -0.9
H -2.607 -3.096 -2.978 0.0 0.0 0.0
H -1.692 -0.935 -2.885 0.0 0.0 0.0
H -1.879 -3.720 0.436 0.0 0.0 0.0
N -6.737 -0.052 -2.030 0.2 0.0 0.0
C -5.930 0.102 -0.916 -0.1 0.0 -0.1
C -5.384 -1.012 -0.276 0.0 0.0 0.0
C -4.539 -0.852 0.808 0.0 0.0 0.0
C -4.236 0.422 1.268 0.0 0.0 -0.2
C -4.779 1.543 0.643 0.0 -0.1 0.1
C -5.615 1.381 -0.442 0.0 0.0 0.0
S -3.132 0.613 2.617 -0.1 -0.2 0.0
O -2.774 -0.702 3.055 0.1 0.0 0.0
O -3.671 1.569 3.529 0.0 0.1 0.0
N -1.777 1.276 1.937 -0.2 0.1 0.6
C -1.580 2.610 1.865 -0.7 0.2 0.1
N -2.459 3.606 1.802 0.2 0.1 0.0
C -1.910 4.802 1.633 0.0 0.0 0.0
C -0.536 5.027 1.496 -0.2 0.0 0.1
C 0.287 3.928 1.548 0.3 -0.2 0.0
N -0.264 2.739 1.768 0.6 0.4 -0.3
H -7.153 -0.955 -2.175 -0.1 0.0 0.0
H -7.318 0.725 -2.291 0.0 0.0 0.0
H -5.631 -2.008 -0.627 0.0 0.0 0.0
H -4.124 -1.710 1.320 0.0 0.0 0.0
H -4.532 2.531 1.012 0.0 0.0 0.0
H -6.038 2.250 -0.935 0.0 0.0 0.0
H -2.605 5.634 1.585 0.0 0.0 0.0
H -0.138 6.017 1.335 0.0 0.0 0.0
H 1.364 3.959 1.442 0.0 -0.1 -0.1
C 5.708 -1.011 -5.025 0.0 0.0 0.0
C 5.005 -1.074 -3.696 0.0 0.0 -0.1
C 5.711 -1.293 -2.521 0.0 0.0 0.0
C 5.062 -1.392 -1.298 -0.1 -0.1 0.0
C 3.684 -1.255 -1.261 0.0 0.1 -0.2
C 2.952 -1.019 -2.423 0.0 0.0 0.1
C 3.618 -0.933 -3.628 0.0 0.0 -0.1
S 2.766 -1.416 0.217 -0.5 -0.2 -0.1
O 1.786 -0.310 0.169 0.6 0.1 0.5
O 2.170 -2.716 0.336 0.0 0.1 0.0
N 3.887 -1.234 1.369 0.0 0.2 0.2
C 3.318 -1.351 2.744 0.0 0.0 -0.1
C 3.353 0.001 3.471 0.0 -0.1 0.0
C 2.922 1.098 2.517 -0.5 0.2 0.1
O 3.707 1.506 1.677 0.1 0.1 0.1
O 1.693 1.547 2.635 0.4 -0.6 0.4
H 6.790 -1.036 -4.903 0.0 0.0 0.0
H 5.442 -0.101 -5.565 0.0 0.0 0.0
H 5.418 -1.858 -5.648 0.0 0.0 0.0
H 6.790 -1.392 -2.557 0.0 0.0 0.0
H 5.618 -1.585 -0.392 0.0 0.0 0.0
H 1.878 -0.890 -2.373 0.0 0.0 0.0
H 3.056 -0.748 -4.536 0.0 0.0 0.0
H 4.302 -0.300 1.249 0.0 -0.1 0.0
H 3.876 -2.100 3.299 0.1 0.0 0.0
H 2.288 -1.697 2.677 0.0 0.0 0.1
H 4.363 0.241 3.803 0.0 -0.1 0.0
H 2.683 -0.068 4.325 0.0 0.1 0.0
```
Forces are in eV/Å.